No. 1
This record from the OMol25 dataset describes a molecular structure, C45H61N5O7PS2W. The level of theory is ωB97M-V/def2-TZVPD.

Element x y z (Å)
W (-0.2289, -0.1195, -0.2890)
C (-4.5822, -1.6484, 1.5555)
N (-3.4334, -0.9600, 2.1380)
C (-3.6798, -0.2555, 3.3899)
C (-2.2458, -1.0383, 1.5244)
O (-2.0376, -1.7002, 0.4998)
C (-1.3035, 1.4766, 2.0609)
O (-0.6236, 2.0291, 0.9259)
C (0.6213, 2.6809, 1.2201)
C (1.7692, 1.7438, 0.9176)
O (1.5640, 0.7697, 0.1368)
N (2.9607, 1.9684, 1.3985)
C (3.2477, 3.1228, 2.2436)
C (3.9537, 0.8869, 1.3930)
H (-4.9775, -2.3702, 2.2714)
H (-5.3660, -0.9270, 1.3131)
H (-4.2708, -2.1649, 0.6553)
H (-4.2174, -0.9188, 4.0688)
H (-2.7505, 0.0456, 3.8717)
H (-4.3004, 0.6269, 3.2159)
H (-2.3629, 1.4887, 1.8264)
H (-1.0904, 2.0292, 2.9735)
H (0.6732, 3.5537, 0.5676)
H (0.6494, 2.9760, 2.2656)
H (2.6841, 3.9942, 1.9163)
H (3.0025, 2.8949, 3.2822)
H (4.3077, 3.3485, 2.1580)
H (3.4768, -0.0502, 1.1204)
H (4.7596, 1.1109, 0.6926)
H (4.3543, 0.7975, 2.4021)
C (-0.3566, 4.5085, 6.7539)
C (-1.2643, 3.7662, 5.7887)
O (-0.5430, 2.8939, 4.9143)
P (0.1664, 1.5281, 5.5537)
S (1.2904, 0.9346, 3.9734)
S (-0.7706, -0.2627, 2.3090)
O (-1.2424, 0.6164, 5.4263)
C (-1.1678, -0.7252, 5.8948)
C (-2.3720, -1.0292, 6.7612)
H (-0.9525, 5.1325, 7.4232)
H (0.3424, 5.1434, 6.2070)
H (0.2178, 3.8023, 7.3531)
H (-1.7743, 4.4737, 5.1349)
H (-2.0268, 3.1995, 6.3331)
H (-0.2438, -0.8811, 6.4637)
H (-1.1270, -1.3925, 5.0280)
H (-2.3833, -0.3727, 7.6322)
H (-2.3433, -2.0667, 7.1020)
H (-3.2963, -0.8714, 6.2004)
O (2.0373, -1.9615, 0.8236)
C (1.3749, -2.5881, 0.0118)
N (1.5088, -3.9120, -0.3025)
C (0.6237, -4.2992, -1.3927)
C (-0.1929, -2.9922, -1.5652)
O (-1.1427, -2.8582, -2.3076)
N (0.3292, -2.0516, -0.7279)
C (1.4288, -4.6688, -2.6396)
C (1.2475, -4.0437, -3.8654)
C (2.0158, -4.4256, -4.9613)
C (2.9765, -5.4153, -4.8374)
C (3.1576, -6.0474, -3.6111)
C (2.3817, -5.6812, -2.5247)
C (-0.3217, -5.4397, -1.0212)
C (-0.3372, -5.9904, 0.2531)
C (-1.1983, -7.0410, 0.5535)
C (-2.0583, -7.5367, -0.4133)
C (-2.0591, -6.9731, -1.6847)
C (-1.1957, -5.9335, -1.9884)
H (2.3361, -4.4248, -0.0564)
H (0.5106, -3.2552, -3.9693)
H (1.8646, -3.9325, -5.9146)
H (3.5815, -5.7011, -5.6893)
H (3.9013, -6.8276, -3.5044)
H (2.5063, -6.2013, -1.5793)
H (0.3182, -5.5931, 1.0175)
H (-1.1964, -7.4696, 1.5486)
H (-2.7266, -8.3566, -0.1797)
H (-2.7362, -7.3470, -2.4438)
H (-1.2010, -5.4876, -2.9757)
C (1.3035, -1.1037, -6.8937)
C (1.5621, -0.9017, -5.4195)
C (2.8067, -1.1640, -4.8728)
C (3.0134, -0.9637, -3.5130)
C (4.3514, -1.2493, -2.8769)
C (1.9775, -0.4871, -2.7279)
C (0.6931, -0.2151, -3.2354)
C (0.5233, -0.4473, -4.6103)
N (-0.2926, 0.2244, -2.3244)
C (-1.5900, 0.8768, -2.6608)
C (-2.2092, 0.8052, -4.0679)
C (-3.5809, 1.5060, -4.0735)
C (-4.5312, 0.8398, -3.0748)
C (-3.9318, 0.9467, -1.6683)
C (-3.7301, 2.4196, -1.2947)
C (-2.8005, 3.0877, -2.3160)
C (-3.4230, 2.9847, -3.7099)
C (-1.4464, 2.3789, -2.3195)
C (-2.5946, 0.2175, -1.6978)
H (2.1669, -1.5468, -7.3912)
H (1.0845, -0.1501, -7.3792)
H (0.4402, -1.7545, -7.0527)
H (3.6134, -1.5320, -5.4993)
H (5.0766, -1.5911, -3.6157)
H (4.2540, -2.0207, -2.1080)
H (4.7478, -0.3539, -2.3915)
H (2.1771, -0.3061, -1.6814)
H (-0.4291, -0.3115, -5.0868)
H (-2.3395, -0.2396, -4.3624)
H (-1.5674, 1.3095, -4.7915)
H (-3.9988, 1.4244, -5.0801)
H (-4.6690, -0.2146, -3.3341)
H (-5.5124, 1.3231, -3.1058)
H (-4.5988, 0.4694, -0.9436)
H (-3.3039, 2.5027, -0.2881)
H (-4.6968, 2.9332, -1.2874)
H (-2.6610, 4.1390, -2.0486)
H (-2.7897, 3.4905, -4.4455)
H (-4.4010, 3.4772, -3.7191)
H (-0.9682, 2.4770, -1.3454)
H (-0.7779, 2.8333, -3.0593)
H (-2.7049, -0.8316, -1.9719)
H (-2.1299, 0.2649, -0.6821)

Energy relative to the best compared isomer or geometry (same formula, charge and spin) (kJ/mol): 86.0
E_HOMO (alpha / beta) (Eh): -0.2362 / -0.2288
Energy (eV): -102225.3001
2S+1: 2
Frontier orbital gap (alpha / beta) (eV): 6.68 / 6.52
E_LUMO (alpha / beta) (eV): 0.249 / 0.293

No. 2
This record from the OMol25 dataset describes a molecular structure, C45H62Ge2N10O4RbS. The level of theory is ωB97M-V/def2-TZVPD.

Element x y z (Å)
Rb (-0.0487, 0.3592, -0.7141)
C (-0.7215, -5.3549, 1.2351)
N (-0.8844, -3.8722, 1.2652)
C (0.3412, -3.2500, 0.8856)
C (-2.0130, -3.1229, 1.1919)
N (-1.9799, -1.9896, 0.5504)
C (-2.9775, -1.0467, 0.7452)
C (-3.4351, -0.5987, 1.9244)
C (-4.1206, 0.5846, 2.1613)
C (-4.5136, 1.3186, 1.1069)
C (-4.1875, 0.9403, -0.2662)
C (-4.5852, 1.7802, -1.3235)
C (-4.2353, 1.4576, -2.6200)
C (-3.5099, 0.2930, -2.9149)
C (-3.0427, -0.5638, -1.9395)
N (-2.0505, -1.5395, -2.2201)
C (-2.1571, -2.4758, -3.0659)
N (-3.3496, -3.1257, -3.3351)
C (-4.4047, -3.3468, -2.3290)
C (-3.6612, -3.2028, -4.7683)
N (-1.0340, -2.9743, -3.6829)
C (0.1984, -2.2703, -3.5173)
C (-0.8713, -4.3864, -3.9075)
C (-3.4113, -0.2985, -0.5323)
N (-3.1307, -3.6866, 1.7627)
C (-4.5226, -3.3361, 1.5208)
C (-2.9499, -4.0490, 3.1333)
H (0.3047, -5.6355, 1.5870)
H (-0.8877, -5.8711, 0.2656)
H (-1.4992, -5.8409, 1.8890)
H (1.1184, -3.8609, 1.2699)
H (0.3997, -2.2280, 1.2874)
H (0.6001, -3.1524, -0.2254)
H (-3.0593, -1.1462, 2.7188)
H (-4.3090, 0.8079, 3.1848)
H (-5.0096, 2.2665, 1.2637)
H (-5.2295, 2.6617, -1.0902)
H (-4.5130, 2.0622, -3.4258)
H (-3.2696, -0.0011, -3.9336)
H (-4.0053, -3.3025, -1.3070)
H (-4.8728, -4.2389, -2.5042)
H (-5.0774, -2.5306, -2.2960)
H (-4.1620, -2.3204, -5.1386)
H (-4.3111, -4.0583, -4.9667)
H (-2.6959, -3.2819, -5.2278)
H (-0.0312, -1.2317, -3.4720)
H (0.8503, -2.4209, -4.2880)
H (0.6942, -2.6524, -2.5984)
H (-0.1916, -4.5502, -4.7992)
H (-1.7721, -4.8591, -4.2631)
H (-0.5688, -5.0060, -2.9956)
H (-4.5829, -2.7920, 0.5888)
H (-4.8675, -2.6177, 2.2592)
H (-5.1684, -4.2407, 1.5363)
H (-2.0123, -4.6461, 3.2629)
H (-3.8383, -4.5718, 3.4815)
H (-3.0112, -3.0981, 3.7388)
N (7.6499, 3.0135, -1.7341)
C (6.5161, 2.3084, -2.1394)
C (5.4490, 2.2683, -1.2545)
C (4.2661, 1.6291, -1.5689)
C (4.1358, 0.9818, -2.7648)
C (5.1929, 1.0034, -3.6546)
C (6.4019, 1.6291, -3.3637)
S (2.5362, 0.1833, -3.1825)
O (2.3869, -0.5660, -1.9275)
O (2.6293, -0.6102, -4.3531)
N (1.3101, 1.1684, -3.1780)
C (1.1065, 2.0556, -4.1724)
N (2.1130, 2.5355, -4.9707)
C (1.8672, 3.4696, -5.8452)
C (0.5377, 3.8835, -6.0048)
C (-0.4130, 3.4243, -5.1592)
N (-0.1736, 2.5418, -4.2241)
H (7.5269, 3.7041, -0.9565)
H (8.1234, 3.4337, -2.5042)
H (5.5295, 2.7378, -0.2836)
H (3.5077, 1.8147, -0.7415)
H (5.0542, 0.4020, -4.5687)
H (7.1898, 1.6236, -4.0432)
H (2.6301, 3.8845, -6.4896)
H (0.3000, 4.7316, -6.6454)
H (-1.5138, 3.6821, -5.1710)
O (3.9374, -0.9355, 0.5948)
H (3.7059, -1.0040, -0.3832)
H (3.6114, -0.0514, 0.8474)
O (-1.4247, 2.7097, -1.4146)
H (-1.0518, 2.6301, -2.2948)
H (-2.3104, 3.1303, -1.4215)
C (1.6292, -2.1596, 4.1222)
Ge (0.7508, -0.4348, 4.4745)
C (-1.1621, -0.5818, 4.5636)
C (1.4461, 0.6839, 5.9773)
Ge (1.0833, 1.2746, 2.5570)
C (-0.0341, 2.8201, 3.0591)
C (-1.3655, 3.0856, 2.7031)
C (-2.0501, 4.0969, 3.3091)
C (-1.4886, 4.8286, 4.4002)
C (-0.1371, 4.6278, 4.7042)
C (0.5293, 3.5561, 4.1251)
C (2.8702, 2.0804, 2.6594)
C (3.0512, 3.3973, 2.3164)
C (4.3394, 3.9898, 2.2549)
C (5.3896, 3.2020, 2.6885)
C (5.2132, 1.9258, 3.2106)
C (3.9707, 1.3676, 3.0523)
H (0.9688, -3.0157, 4.2647)
H (2.4579, -2.2813, 4.8520)
H (2.2108, -2.1805, 3.1985)
H (-1.7187, 0.2434, 4.0882)
H (-1.2185, -0.4879, 5.7965)
H (-1.5207, -1.5664, 4.2981)
H (1.4234, 0.2655, 6.9772)
H (0.9382, 1.6433, 5.8253)
H (2.4972, 0.7069, 5.7624)
H (-1.8983, 2.7175, 1.8386)
H (-3.0304, 4.2599, 2.9892)
H (-1.9764, 5.6094, 4.8647)
H (0.4235, 5.2533, 5.4021)
H (1.5350, 3.3393, 4.4075)
H (2.1452, 4.0169, 2.1952)
H (4.4990, 4.9702, 1.9991)
H (6.3186, 3.7227, 2.8457)
H (5.9865, 1.3571, 3.6700)
H (3.8324, 0.3670, 3.3723)

Energy relative to the best compared isomer or geometry (same formula, charge and spin) (kJ/mol): 114.0
E_HOMO (alpha / beta) (Eh): -0.2661 / -0.2700
Energy (eV): -195280.9366
2S+1: 2
Frontier orbital gap (alpha / beta) (eV): 7.53 / 6.11
E_LUMO (alpha / beta) (eV): 0.288 / -1.240